# 1
ORCA calculation (wB97M-V/def2-TZVPD) on a 4-piece molecular cluster, C24H59FO6Si6 overall.

ORCA input file:
```
! wB97M-V def2-TZVPD RIJCOSX def2/J DEFGRID3
* xyz 0 1
C -1.75682 7.22175 -5.43295
Si -2.07550 6.71557 -3.65576
C -3.14646 8.02396 -2.84596
C -3.03572 5.10900 -3.67227
O -0.64354 6.55536 -2.83710
Si 0.66493 7.48240 -2.42013
C 1.91686 6.49191 -1.44591
C 0.12188 8.93559 -1.36705
C 1.51098 8.14247 -3.95743
H -1.31417 8.21892 -5.48043
H -2.69089 7.23559 -5.99885
H -1.07163 6.52009 -5.91435
H -3.29492 7.79971 -1.78705
H -4.12599 8.06855 -3.32831
H -2.68437 9.01033 -2.92543
H -3.27375 4.78355 -2.65685
H -2.46651 4.31729 -4.16504
H -3.97402 5.24163 -4.21527
H 1.47961 6.10847 -0.52123
H 2.76897 7.12259 -1.18301
H 2.28735 5.64609 -2.02950
H -0.51488 9.61444 -1.93832
H 0.99007 9.49813 -1.01698
H -0.44129 8.59061 -0.49662
H 0.85875 8.83374 -4.49552
H 1.77504 7.32495 -4.63228
H 2.42547 8.67698 -3.69093
C -2.26404 -1.63388 4.30882
Si -3.32225 -0.18343 3.76761
C -3.73861 0.84652 5.27782
C -2.31055 0.87384 2.60287
O -4.70822 -0.72360 3.03925
Si -6.02965 -1.65262 3.40953
C -7.19721 -1.78472 1.95524
C -6.96945 -0.90052 4.84735
C -5.49368 -3.38462 3.88747
H -2.76397 -2.21056 5.08980
H -1.30795 -1.28243 4.70310
H -2.06602 -2.29977 3.46556
H -4.41533 1.66250 5.01355
H -2.83160 1.27818 5.70827
H -4.22069 0.23676 6.04492
H -2.87549 1.75118 2.27964
H -2.01457 0.30731 1.71759
H -1.40353 1.21918 3.10459
H -7.56329 -0.80031 1.65569
H -8.05853 -2.40083 2.22289
H -6.70350 -2.24529 1.09679
H -6.36730 -0.91764 5.75832
H -7.88791 -1.46022 5.03678
H -7.23437 0.13750 4.63267
H -4.91232 -3.37225 4.81200
H -4.87772 -3.82736 3.10131
H -6.36467 -4.02504 4.04316
C 3.26960 -5.15295 0.03109
Si 4.82913 -5.34955 1.05061
C 6.10506 -4.12226 0.43147
C 4.42438 -4.92055 2.82573
O 5.40965 -6.89730 0.92162
Si 5.95207 -7.92908 -0.25398
C 6.44625 -9.58231 0.46700
C 7.44697 -7.19886 -1.11979
C 4.60985 -8.22583 -1.52914
H 3.48358 -5.26581 -1.03348
H 2.83382 -4.16614 0.18759
H 2.53044 -5.90666 0.31406
H 7.05497 -4.25597 0.95472
H 5.76220 -3.09807 0.59795
H 6.28245 -4.25061 -0.63850
H 5.31121 -4.99218 3.45938
H 3.65914 -5.58919 3.22587
H 4.04638 -3.89731 2.88437
H 7.25022 -9.46698 1.19717
H 6.79978 -10.24493 -0.32626
H 5.59887 -10.06391 0.95974
H 7.17712 -6.29166 -1.66460
H 7.86074 -7.91383 -1.83435
H 8.22418 -6.94378 -0.39544
H 4.37681 -7.30693 -2.07139
H 3.69537 -8.58169 -1.04906
H 4.93121 -8.97606 -2.25525
C -1.40591 1.90333 -0.85857
C 0.02985 1.69778 -1.46167
C 0.34947 0.25014 -1.85224
C 0.82728 -0.64856 -0.98256
F 1.10187 -0.51617 0.29632
C 1.04108 -1.93198 -1.81573
O 1.80606 -2.76106 -1.50534
O 0.24133 -1.83394 -2.92843
C 0.25312 -0.44235 -3.21529
O 0.23758 0.01550 -4.27413
H -1.95270 2.57747 -1.55108
H -1.28640 2.47266 0.08704
H -1.96654 0.97283 -0.66756
H 0.17924 2.32839 -2.36376
H 0.78617 2.00881 -0.71622
*
```

Computed properties:
SMILES = C[Si](C)(C)O[Si](C)(C)C.C[Si](C)(C)O[Si](C)(C)C.C[Si](C)(C)O[Si](C)(C)C.CCC1=C(F)C(=O)OC1=O
LUMO level = -0.21 eV
largest force on an atom = 0.07769 hartree/bohr
gap between HOMO and LUMO = 9.6 eV

# 2
ORCA calculation (wB97M-V/def2-TZVPD) on C2H4CoO2 as an isolated structure.

ORCA input file:
```
! wB97M-V def2-TZVPD RIJCOSX def2/J DEFGRID3
* xyz 1 5
C -0.30119 0.36915 -0.42991
C -1.38359 -0.27827 0.20565
O 0.75570 -0.07132 0.25835
H -0.16260 1.38061 -0.81248
H -2.18298 0.42656 0.45945
H -1.75340 -1.13993 -0.36286
Co 3.39753 0.41113 0.29111
O 1.89560 -0.24548 -0.55461
H -0.26507 -0.85245 0.94531
*
```

Computed properties:
relative energy (zero: lowest compared OMol25 entry of this formula, charge and spin) = 4.587 eV
LUMO level (alpha / beta) = -7.20 / -7.76 eV
largest force on an atom = 0.09224 hartree/bohr
gap between HOMO and LUMO (alpha / beta) = 4.0 / 6.5 eV

# 3
ORCA calculation (wB97M-V/def2-TZVPD) on one molecule with the formula C3H6NO3P.

ORCA input file:
```
! wB97M-V def2-TZVPD RIJCOSX def2/J DEFGRID3
* xyz 0 1
C 0.07944 1.73781 0.47293
C 0.24248 0.44818 -0.46413
N 0.61170 0.68096 -1.78223
C -0.16021 -0.78703 -0.07389
O 0.00389 -1.84575 -0.87553
O -0.56882 -0.98554 1.15459
P -1.12226 -2.36350 1.84138
O -0.83158 -2.12922 3.28099
H -0.82911 2.22861 0.33162
H 0.09635 1.25985 1.42903
H 0.79139 2.53953 0.34658
H 1.44240 1.16062 -1.83631
H 0.81359 -0.16743 -2.19283
H -0.56926 -1.77708 -1.63221
*
```

Computed properties:
SMILES = C/C(N)=C(/O)OP=O
relative energy (zero: lowest compared OMol25 entry of this formula, charge and spin) = 0.402 eV
LUMO level (alpha / beta) = -0.28 / -0.28 eV
largest force on an atom = 0.08407 hartree/bohr
gap between HOMO and LUMO (alpha / beta) = 7.6 / 7.6 eV

# 4
ORCA calculation (wB97M-V/def2-TZVPD) on a 32-piece molecular cluster, C9H80NO32 overall.

ORCA input file:
```
! wB97M-V def2-TZVPD RIJCOSX def2/J DEFGRID3
* xyz -1 1
C -1.37157 -1.72219 -0.58513
C -1.00204 -0.22695 -0.45267
C -1.37123 0.16522 0.99195
C -0.44920 -0.37207 2.07437
C 0.98552 0.09852 1.77345
C 1.42241 -0.27437 0.35452
N 0.41266 0.12149 -0.62582
O 0.88208 0.37779 -1.93634
C 1.86278 -1.74359 0.30489
C 2.70821 0.56239 0.13342
C -1.91127 0.62139 -1.34722
H -2.44272 -1.92640 -0.53929
H -0.91854 -2.11419 -1.49921
H -0.95497 -2.23310 0.28264
H -2.39058 -0.15190 1.24664
H -1.39179 1.25483 1.08792
H -0.41311 -1.46554 2.17930
H -0.77105 -0.04592 3.06622
H 1.62718 -0.37391 2.51821
H 0.95399 1.17852 1.93178
H 1.03632 -2.45864 0.26196
H 2.35169 -2.05704 1.23186
H 2.51959 -1.92818 -0.54527
H 3.42827 0.31460 0.91692
H 2.50753 1.62960 0.23517
H 3.15467 0.29949 -0.82419
H -1.99788 1.66116 -1.04342
H -2.92425 0.20851 -1.41400
H -1.61087 0.47396 -2.38271
O 2.85942 4.64325 0.08038
H 2.26378 3.87157 0.07030
H 2.64831 5.10907 -0.73290
O 6.18547 0.28861 1.06771
H 7.05248 0.33469 1.48727
H 5.81432 1.17292 1.17245
O -1.02574 -4.74116 1.22655
H -1.54556 -5.55185 1.19506
H -0.49427 -4.76151 0.41335
O 4.34150 -2.32430 -2.54823
H 4.32906 -3.19417 -2.12326
H 5.19966 -2.26971 -2.98684
O 1.60139 -2.69865 -2.78917
H 2.52312 -2.61216 -3.07440
H 1.36073 -1.80762 -2.45065
O -1.43318 2.80330 3.57643
H -0.55524 3.10694 3.29460
H -2.01859 3.00020 2.81423
O 3.19973 -0.01480 -3.76915
H 2.54288 0.45918 -3.22834
H 3.44488 -0.76420 -3.22070
O -3.47882 -3.55863 1.49244
H -3.81291 -4.30082 2.00588
H -2.50019 -3.62527 1.57174
O 5.47664 -2.32727 1.72575
H 6.34246 -2.74597 1.71396
H 5.64414 -1.39920 1.45470
O -2.62701 3.26953 -3.50512
H -2.88636 2.35390 -3.72572
H -3.20905 3.82885 -4.03001
O 0.76779 -4.81915 -1.20548
H 0.98323 -4.02797 -1.75424
H -0.03514 -5.18126 -1.60137
O -2.00191 4.26790 -0.98373
H -2.02730 3.73830 -1.81005
H -2.11813 5.17937 -1.27178
O -2.94468 -1.03765 3.56154
H -3.62684 -0.35968 3.50028
H -2.72556 -1.24603 2.64267
O 2.94494 2.01555 4.17993
H 2.29999 2.57831 3.71663
H 2.41383 1.31665 4.58780
O 0.31441 2.51841 -3.80676
H 0.45372 1.85449 -3.08429
H -0.60743 2.77230 -3.73573
O -3.60658 0.81804 -4.32673
H -3.36302 -0.12283 -4.27346
H -3.89690 0.94548 -5.23895
O 3.75484 -4.53470 0.87433
H 4.64125 -4.82365 1.10380
H 3.75551 -3.58975 1.08048
O 5.20235 3.05452 -1.15668
H 4.80238 3.27468 -0.31118
H 4.44151 3.03208 -1.76952
O 2.71025 2.94917 -2.49526
H 1.99322 3.15719 -3.12267
H 2.31979 2.29869 -1.87514
O -4.94825 -1.06800 0.79272
H -4.26156 -1.72812 0.96719
H -5.68571 -1.32778 1.35710
O 0.46794 3.14775 -0.01812
H 0.22728 2.20048 -0.12757
H -0.32205 3.65287 -0.30778
O -3.84191 -4.37795 -2.04628
H -3.67147 -3.42957 -2.01039
H -4.01667 -4.62370 -1.13026
O -1.22877 0.85981 5.51827
H -1.45511 1.53395 4.84593
H -1.23428 1.33037 6.35694
O 0.94196 3.62288 2.71862
H 1.66343 4.23820 2.90344
H 0.81543 3.67900 1.74552
O -0.51467 -3.99557 -4.49220
H -0.16431 -4.54231 -3.78539
H -0.38928 -3.08746 -4.17795
O 2.11279 0.10381 5.00395
H 1.88188 -0.11455 5.91171
H 1.91186 -0.69930 4.50540
O -5.67903 1.96448 -2.21359
H -5.90347 2.86345 -2.47799
H -5.13461 1.61260 -2.93693
O -0.59640 -1.93578 4.97682
H -0.57218 -1.01544 5.29171
H -1.28968 -1.94228 4.29868
O -3.17850 3.48233 1.50395
H -2.74986 3.67057 0.65743
H -3.86519 2.78828 1.29918
O -4.81564 1.58907 0.48541
H -4.82906 0.60181 0.56020
H -4.91628 1.75514 -0.46828
O -1.17057 -1.06538 -4.15967
H -0.95960 -0.51094 -4.92067
H -0.64888 -0.67938 -3.42577
*
```

Computed properties:
relative energy (zero: lowest compared OMol25 entry of this formula, charge and spin) = 0.000 eV
LUMO level = 1.23 eV
largest force on an atom = 0.07439 hartree/bohr
gap between HOMO and LUMO = 5.2 eV

| no. | electronic energy (a.u.) |
| --- | --- |
| 1 | -3238.58452 |
| 2 | -1611.20666 |
| 3 | -739.73115 |
| 4 | -2853.44010 |